Entry 1:
ORCA calculation (ωB97M-V/def2-TZVPD) on a structure of composition C43H51N6OP2S2Ta in a non-equilibrium geometry.

Geometry as ORCA input:
```
! wB97M-V def2-TZVPD RIJCOSX def2/J DEFGRID3
* xyz 2 1
Ta -1.398 -1.144 -0.739
N -1.739 -4.908 -3.422
C -1.721 -4.008 -2.441
S -1.030 -2.442 -2.855
N -2.183 -4.310 -1.272
N -2.169 -3.425 -0.281
C -2.630 -3.826 0.864
C -2.592 -3.091 2.088
C -3.138 -3.647 3.255
C -3.056 -2.987 4.462
C -2.426 -1.749 4.537
C -1.875 -1.176 3.408
C -1.948 -1.827 2.173
O -1.446 -1.302 1.076
H -1.409 -4.658 -4.339
H -2.151 -5.816 -3.274
H -3.041 -4.833 0.913
H -3.629 -4.606 3.193
H -3.473 -3.432 5.350
H -2.364 -1.231 5.480
H -1.402 -0.207 3.459
C 1.782 -2.304 1.602
P 1.356 -2.090 -0.170
C 2.406 -0.641 -0.593
N 3.594 -0.638 -0.044
C 4.484 0.310 -0.381
C 5.784 0.307 0.161
C 6.671 1.278 -0.217
C 6.297 2.291 -1.122
C 5.045 2.319 -1.673
C 4.114 1.322 -1.323
N 2.872 1.323 -1.834
C 2.027 0.382 -1.497
P 0.342 0.599 -2.210
C 0.608 0.132 -3.966
C 0.155 2.481 -2.339
C -1.315 2.764 -2.661
C 1.019 3.094 -3.442
C 0.517 3.089 -0.985
C 2.330 -3.482 -1.034
C 3.742 -3.620 -0.481
C 2.393 -3.159 -2.526
C 1.561 -4.784 -0.812
H 2.844 -2.105 1.742
H 1.543 -3.321 1.909
H 1.197 -1.612 2.205
H 6.053 -0.472 0.855
H 7.672 1.278 0.183
H 7.016 3.054 -1.378
H 4.751 3.090 -2.368
H 1.466 0.684 -4.347
H -0.284 0.399 -4.534
H 0.780 -0.936 -4.076
H -1.557 2.473 -3.682
H -1.492 3.835 -2.576
H -1.990 2.248 -1.978
H 0.691 2.779 -4.428
H 2.067 2.845 -3.314
H 0.915 4.177 -3.390
H 0.038 2.555 -0.167
H 0.189 4.126 -0.953
H 1.593 3.071 -0.831
H 4.306 -2.697 -0.590
H 4.259 -4.392 -1.047
H 3.744 -3.914 0.564
H 2.924 -2.226 -2.709
H 1.396 -3.085 -2.956
H 2.921 -3.954 -3.048
H 1.488 -5.029 0.246
H 2.086 -5.600 -1.304
H 0.557 -4.738 -1.229
C 0.311 2.134 4.797
C 0.376 3.263 3.759
C 0.441 4.600 4.508
C 1.671 3.133 2.945
C -0.836 3.170 2.839
C -1.835 4.158 2.889
C -2.968 4.092 2.110
C -3.103 3.023 1.245
S -4.430 2.682 0.183
C -3.599 1.254 -0.340
N -2.424 1.058 0.212
C -2.115 2.026 1.139
C -0.988 2.102 1.961
C -4.187 0.349 -1.301
C -5.419 0.659 -1.885
C -6.018 -0.214 -2.768
C -5.406 -1.428 -3.037
C -4.182 -1.730 -2.455
C -3.520 -0.852 -1.604
H 1.170 2.194 5.459
H 0.323 1.156 4.323
H -0.589 2.217 5.402
H 1.366 4.649 5.079
H -0.380 4.712 5.212
H 0.436 5.440 3.817
H 2.524 3.248 3.610
H 1.721 3.911 2.186
H 1.752 2.165 2.456
H -1.744 4.991 3.564
H -3.739 4.843 2.166
H -0.253 1.309 1.905
H -5.905 1.593 -1.648
H -6.958 0.039 -3.230
H -5.881 -2.135 -3.698
H -3.750 -2.696 -2.687
*
```

Output
DFT total energy: -3608.6670 hartree
Kohn-Sham gap: 6.355 eV
Lowest unoccupied orbital energy: -6.757 eV
HOMO level: -13.11 eV

=====

Entry 2:
ORCA calculation (ωB97M-V/def2-TZVPD) on a structure of composition C43H52Br2N3OSSbSi4Ti in a non-equilibrium geometry.

Geometry as ORCA input:
```
! wB97M-V def2-TZVPD RIJCOSX def2/J DEFGRID3
* xyz 0 3
Ti 0.989 0.430 -1.115
Br 3.745 -2.976 -3.688
C 2.009 -2.334 -4.044
C 1.286 -2.847 -5.138
C 0.053 -2.356 -5.449
Br -0.882 -3.088 -6.923
C -0.527 -1.313 -4.689
C -1.777 -0.696 -4.935
C -2.192 0.308 -4.122
C -1.402 0.704 -3.026
N -0.253 0.142 -2.736
C 0.203 -0.839 -3.585
C 1.492 -1.342 -3.239
O 2.057 -0.818 -2.197
H 1.718 -3.635 -5.740
H -2.388 -1.028 -5.767
H -3.138 0.807 -4.293
H -1.726 1.485 -2.357
N 2.922 3.167 -0.341
C 3.501 2.022 0.049
N 3.040 0.815 -0.186
C 3.930 -0.141 0.361
C 3.843 -1.520 0.218
C 4.791 -2.330 0.827
C 5.841 -1.781 1.565
C 5.963 -0.407 1.680
C 5.004 0.389 1.070
S 4.957 2.126 0.989
H 2.152 3.146 -0.976
H 3.398 4.041 -0.223
H 3.072 -1.937 -0.409
H 4.715 -3.405 0.709
H 6.577 -2.428 2.028
H 6.789 0.037 2.225
C -4.357 -3.210 -0.669
C -3.460 -2.780 -1.639
C -2.162 -2.434 -1.278
C -1.745 -2.511 0.054
C -2.655 -2.944 1.020
C -3.954 -3.291 0.659
Sb 0.319 -2.112 0.497
C 0.899 -4.135 0.155
C 0.258 -5.188 0.806
C 0.608 -6.503 0.526
C 1.591 -6.781 -0.419
C 2.217 -5.741 -1.093
C 1.873 -4.421 -0.803
C 0.140 -2.129 2.616
C -0.351 -0.962 3.203
C -0.517 -0.875 4.580
C -0.172 -1.953 5.386
C 0.354 -3.105 4.816
C 0.517 -3.193 3.437
H -5.369 -3.482 -0.946
H -3.768 -2.713 -2.677
H -1.471 -2.110 -2.049
H -2.362 -2.993 2.063
H -4.653 -3.625 1.418
H -0.533 -4.990 1.522
H 0.103 -7.314 1.040
H 1.860 -7.809 -0.635
H 2.968 -5.945 -1.850
H 2.364 -3.623 -1.350
H -0.593 -0.109 2.585
H -0.900 0.040 5.023
H -0.302 -1.891 6.461
H 0.643 -3.940 5.445
H 0.942 -4.093 3.008
C 1.165 5.122 -1.586
Si -0.527 4.421 -1.139
C -1.391 4.287 -2.805
C -1.333 5.834 -0.210
Si -0.507 2.364 -0.011
Si -2.834 2.090 0.326
C -3.789 1.605 -1.220
C -3.697 3.635 0.941
C -3.327 0.754 1.531
Si 0.270 2.995 2.139
C 1.345 1.641 2.913
C -1.108 3.306 3.382
C 1.304 4.576 2.168
H 0.994 6.083 -2.084
H 1.733 4.492 -2.285
H 1.786 5.316 -0.702
H -1.370 5.260 -3.314
H -2.443 3.988 -2.702
H -0.893 3.559 -3.455
H -1.194 6.768 -0.772
H -0.881 5.965 0.783
H -2.403 5.682 -0.063
H -3.652 2.305 -2.054
H -4.856 1.602 -0.962
H -3.524 0.597 -1.562
H -3.888 4.329 0.116
H -3.125 4.166 1.707
H -4.670 3.354 1.369
H -2.952 -0.227 1.236
H -4.423 0.706 1.528
H -3.006 0.953 2.558
H 0.892 1.270 3.840
H 2.341 2.032 3.164
H 1.483 0.782 2.259
H -1.873 2.519 3.367
H -1.612 4.261 3.186
H -0.679 3.349 4.392
H 2.377 4.353 2.143
H 1.098 5.125 3.096
H 1.075 5.247 1.331
*
```

Output
DFT total energy: -9703.3050 hartree
Kohn-Sham gap (alpha / beta): 5.954 / 6.998 eV
Expectation value of S²: 2.011
Lowest unoccupied orbital energy (alpha / beta): -0.378 / -0.379 eV
HOMO level (alpha / beta): -6.33 / -7.38 eV

=====

Entry 3:
ORCA calculation (ωB97M-V/def2-TZVPD) on a structure of composition C43H53N3P in a non-equilibrium geometry.

Geometry as ORCA input:
```
! wB97M-V def2-TZVPD RIJCOSX def2/J DEFGRID3
* xyz 1 1
C -2.977 0.805 -2.569
C -2.888 0.329 -1.124
C -3.791 -0.909 -0.929
C -3.318 1.405 -0.094
C -4.657 1.795 -0.141
C -5.206 2.647 0.816
C -4.386 3.202 1.797
C -3.028 2.890 1.814
C -2.131 3.548 2.851
C -2.595 3.168 4.250
C -1.964 5.034 2.605
C -2.492 1.990 0.890
N -1.045 1.790 0.993
P -0.253 1.193 2.482
H -0.403 -1.306 -1.801
N 1.221 1.384 1.571
C 2.466 1.268 2.327
C 3.513 0.402 1.961
C 3.562 -0.437 0.654
C 3.933 -1.901 0.910
C 4.590 0.154 -0.311
C 4.614 0.356 2.821
C 4.714 1.189 3.936
C 3.682 2.070 4.255
C 2.539 2.082 3.461
C 1.361 2.981 3.808
C 1.669 4.449 3.565
C 0.862 2.677 5.215
C 1.102 2.430 0.647
C -0.193 2.650 0.313
H -2.490 1.771 -2.702
H -2.479 0.090 -3.231
H -4.011 0.893 -2.914
H -1.848 0.039 -0.918
H -3.599 -1.399 0.034
H -4.856 -0.629 -0.962
H -3.639 -1.649 -1.727
H -5.275 1.367 -0.933
H -6.269 2.867 0.784
H -4.801 3.869 2.554
H -1.101 3.167 2.700
H -2.639 2.073 4.369
H -1.924 3.569 5.014
H -3.605 3.568 4.410
H -1.497 5.194 1.621
H -2.941 5.534 2.623
H -1.308 5.475 3.368
H 2.571 -0.398 0.186
H 3.291 -2.359 1.670
H 3.837 -2.503 -0.002
H 4.975 -1.982 1.246
H 4.372 1.204 -0.531
H 5.591 0.108 0.134
H 4.630 -0.386 -1.263
H 5.419 -0.338 2.585
H 5.594 1.130 4.571
H 3.770 2.732 5.118
H 0.528 2.745 3.070
H 1.923 4.619 2.508
H 0.805 5.083 3.818
H 2.527 4.764 4.177
H 0.643 1.604 5.329
H 1.645 2.939 5.940
H -0.047 3.239 5.457
H 1.988 2.891 0.224
H -0.568 3.324 -0.448
C 3.996 -0.587 -4.165
N 2.837 -1.344 -3.723
C 2.161 -1.154 -2.542
C 1.243 -2.199 -2.360
C 0.125 -2.156 -1.391
C -0.968 -3.193 -1.441
C -1.781 -3.074 -2.579
C -2.823 -3.958 -2.797
C -3.122 -4.902 -1.813
C -4.154 -5.948 -2.091
C -2.429 -4.885 -0.591
C -1.394 -3.976 -0.367
C 1.400 -3.089 -3.477
C 0.688 -4.204 -3.925
C 0.814 -4.625 -5.254
C 1.741 -4.025 -6.127
C 2.497 -2.942 -5.669
C 2.334 -2.489 -4.365
H 4.090 -0.625 -5.260
H 3.876 0.462 -3.851
H 4.930 -1.000 -3.734
H 2.333 -0.291 -1.885
H 0.496 -1.975 -0.348
H -1.584 -2.306 -3.326
H -3.428 -3.925 -3.708
H -4.053 -6.793 -1.400
H -5.168 -5.534 -2.023
H -4.019 -6.318 -3.110
H -2.725 -5.584 0.200
H -0.878 -3.894 0.605
H -0.016 -4.693 -3.249
H 0.199 -5.447 -5.619
H 1.848 -4.414 -7.149
H 3.218 -2.463 -6.319
*
```

Output
DFT total energy: -2175.6951 hartree
ΔE to the lowest compared entry with this formula, charge and spin: 0.0 kcal per mole
Kohn-Sham gap: 4.855 eV
Lowest unoccupied orbital energy: -4.358 eV
HOMO level: -9.21 eV

=====

Molecular weight for every record listed, in sequence, given in g mol⁻¹: 975.0 1100.8 642.9.